1.
Entry from the Open Molecules 2025 dataset: a gas-phase ion, C3H6NO2 (charge -1) in a non-equilibrium geometry (wB97M-V/def2-TZVPD).

```
12
C3H6NO2 (wB97M-V/def2-TZVPD)
O 0.800 -0.136 -1.597
C -0.110 -0.070 -0.783
N 0.119 -0.045 0.530
C 1.623 0.017 1.256
O 1.409 0.001 2.525
C -1.573 0.103 -1.181
H -0.437 -0.303 1.332
H 2.143 -0.873 0.846
H 2.014 0.949 0.798
H -1.809 0.007 -2.240
H -2.045 1.023 -0.838
H -2.135 -0.673 -0.646
```

## Properties
LUMO ... 4.0 eV
Frontier orbital gap ... 7.1 eV
ΔE to the lowest compared entry with this formula, charge and spin ... 157.3 kJ/mol
Net charge ... -1
Structure (SMILES) ... CC(=O)NC[O-]
Largest force on an atom ... 1.94 eV Å⁻¹

Atom charges from the Mulliken analysis, given in e for atoms 1 to 8: number 1, O, carries -0.676; number 2, C, carries 0.627; number 3, N, carries -0.236; number 4, C, carries -0.186; number 5, O, carries -0.845; number 6, C, carries -1.054; number 7, H, carries 0.221; number 8, H, carries 0.162



2.
Entry from the Open Molecules 2025 dataset: a single C12H17NO2 molecule in a non-equilibrium geometry (wB97M-V/def2-TZVPD).

```
32
C12H17NO2 (wB97M-V/def2-TZVPD)
C -0.188 0.732 1.733
C -0.929 0.909 0.476
C 1.146 0.493 1.623
C -1.435 -0.449 0.028
C -0.600 -1.441 -0.073
C 1.783 0.545 0.302
C -3.846 -0.425 0.773
C -3.157 0.181 -1.517
C 2.956 -1.543 0.916
C 3.364 -0.397 -1.307
C -2.843 -0.704 -0.322
C 3.057 -0.177 0.156
N 1.204 1.249 -0.667
O 0.011 -2.399 -0.383
O -0.105 1.591 -0.549
H -0.609 0.729 2.705
H -1.758 1.673 0.543
H 1.740 0.363 2.512
H -4.886 -0.168 0.422
H -3.561 0.567 1.187
H -3.790 -0.992 1.754
H -4.172 -0.017 -1.982
H -2.317 0.319 -2.224
H -3.225 1.222 -1.231
H 2.113 -2.154 0.477
H 2.674 -1.528 1.915
H 3.908 -1.977 0.683
H 3.624 0.566 -1.824
H 2.363 -0.632 -1.691
H 4.041 -1.128 -1.569
H -2.904 -1.739 -0.627
H 3.864 0.371 0.680
```

## Properties
LUMO ... 0.5 eV
Frontier orbital gap ... 8.9 eV
ΔE to the lowest compared entry with this formula, charge and spin ... 417.5 kJ/mol
Net charge ... 0
Structure (SMILES) ... CC(C)C(=C=O)[C@H]1C=CC(C(C)C)=NO1
Largest force on an atom ... 3.55 eV Å⁻¹

Atom charges from the Mulliken analysis, given in e for atoms 1 to 8: number 1, C, carries -0.962; number 2, C, carries 0.284; number 3, C, carries -0.560; number 4, C, carries -0.045; number 5, C, carries 0.549; number 6, C, carries 0.001; number 7, C, carries -1.315; number 8, C, carries -1.471



3.
Entry from the Open Molecules 2025 dataset: a single C11H13FO2 molecule in a non-equilibrium geometry (wB97M-V/def2-TZVPD).

```
27
C11H13FO2 (wB97M-V/def2-TZVPD)
C 0.566 2.178 2.676
C 0.480 2.168 1.006
C -0.885 1.340 0.634
C -0.922 0.797 -0.947
C -2.513 0.543 -1.286
C -0.028 -0.617 -0.918
C -0.684 -1.904 -0.540
C 0.177 -3.322 -0.476
O -0.415 -4.521 -0.219
C 1.819 -3.216 -0.703
F 2.572 -4.503 -0.506
C 2.520 -1.922 -1.073
C 1.585 -0.553 -1.268
O 2.226 0.563 -1.703
H 0.651 1.064 3.080
H 1.529 2.781 2.975
H -0.436 2.699 3.056
H 1.459 1.624 0.593
H 0.357 3.253 0.578
H -0.864 0.342 1.287
H -1.888 1.901 0.919
H -0.439 1.599 -1.673
H -2.969 -0.055 -0.365
H -3.055 1.598 -1.301
H -2.720 0.041 -2.322
H -1.823 -1.966 -0.269
H 3.701 -1.911 -1.235
```

## Properties
LUMO ... -2.3 eV
Frontier orbital gap ... 7.9 eV
ΔE to the lowest compared entry with this formula, charge and spin ... 848.2 kJ/mol
Net charge ... 0
Structure (SMILES) ... CCC[C@H](C)C1=CC(=O)C(F)=CC1=O
Largest force on an atom ... 9.07 eV Å⁻¹

Atom charges from the Mulliken analysis, given in e for atoms 1 to 8: number 1, C, carries -0.967; number 2, C, carries -0.194; number 3, C, carries -0.741; number 4, C, carries 0.271; number 5, C, carries -1.233; number 6, C, carries 0.378; number 7, C, carries -0.276; number 8, C, carries 0.218



4.
Entry from the Open Molecules 2025 dataset: 9 unconnected molecules or ions with the total composition C10H38O10 in a non-equilibrium geometry (wB97M-V/def2-TZVPD).

```
58
C10H38O10 (wB97M-V/def2-TZVPD)
C 1.807 1.261 -3.776
C 1.289 2.565 -4.329
O 1.538 2.707 -5.748
O 1.054 0.121 -4.222
H 1.690 1.225 -2.693
H 2.879 1.125 -3.916
H 1.606 3.443 -3.766
H 0.203 2.566 -4.234
H 0.995 2.057 -6.201
H 1.615 -0.634 -4.414
C -4.128 -0.149 0.318
O -4.662 -0.033 -1.014
H -3.212 0.441 0.352
H -4.847 0.266 1.025
H -3.934 -1.205 0.501
H -4.262 -0.607 -1.672
C 3.598 -3.675 0.939
O 3.033 -4.194 -0.287
H 3.602 -4.336 1.806
H 4.605 -3.418 0.610
H 3.036 -2.768 1.161
H 3.735 -4.701 -0.701
C 1.964 0.827 2.947
O 2.638 0.674 4.195
H 2.585 0.893 2.053
H 1.254 0.007 2.842
H 1.371 1.737 3.037
H 3.115 -0.159 4.198
C -2.111 2.238 -2.257
O -0.976 2.807 -1.617
H -1.840 1.357 -2.839
H -2.781 1.869 -1.481
H -2.613 2.969 -2.890
H -0.733 2.126 -0.985
C -2.655 -3.969 1.439
O -3.807 -4.359 2.186
H -2.334 -4.759 0.761
H -2.722 -3.045 0.864
H -1.805 -3.834 2.109
H -4.639 -4.259 1.718
C -2.090 -0.433 3.446
O -3.117 -0.042 4.324
H -1.235 0.196 3.696
H -1.823 -1.486 3.532
H -2.329 -0.283 2.393
H -2.814 0.542 5.023
C 2.761 3.174 0.392
O 2.739 1.923 -0.313
H 3.087 3.010 1.420
H 3.526 3.764 -0.114
H 1.773 3.630 0.325
H 3.489 1.399 -0.023
C 0.046 -0.395 -0.121
O -0.158 0.910 0.339
H 0.867 -0.906 0.382
H -0.819 -1.039 0.041
H 0.219 -0.419 -1.197
H 0.725 1.276 0.435
```

## Properties
LUMO ... 0.0 eV
Frontier orbital gap ... 9.7 eV
ΔE to the lowest compared entry with this formula, charge and spin ... 117.6 kJ/mol
Net charge ... 0
Structure (SMILES) ... OCCO.CO.CO.CO.CO.CO.CO.CO.CO
Largest force on an atom ... 1.77 eV Å⁻¹

Atom charges from the Mulliken analysis, given in e for atoms 1 to 8: number 1, C, carries 0.026; number 2, C, carries -0.408; number 3, O, carries -0.577; number 4, O, carries -0.561; number 5, H, carries -0.043; number 6, H, carries 0.386; number 7, H, carries 0.349; number 8, H, carries 0.214